46
Properties=species:S:1:pos:R:3:forces:R:3:lowdin_spin:R:1 method="wB97M-V/def2-TZVPD" e_lumo_ev="-0.323 / -2.100" multiplicity=3 orbital_gap_ev="4.35 / 6.34" de_lowest_kj_mol=0.0 total_charge=0
Au 7.16068 10.75675 8.19749 0.75 -1.41 -0.32 0.010
C 6.08705 7.35210 8.40662 -0.44 0.55 -0.66 0.002
Si 6.50928 8.66889 7.06913 1.27 0.75 0.29 0.006
C 5.22050 9.27296 5.83892 -0.35 0.51 1.19 0.002
C 7.97410 8.04405 6.07529 -0.10 0.09 0.46 0.000
C 7.86970 6.86521 5.34931 -0.68 0.18 0.46 0.000
C 8.97744 6.41275 4.65292 0.25 -0.63 -0.69 0.000
C 10.19048 7.10626 4.69519 -0.46 0.64 0.29 0.000
C 10.26721 8.31806 5.41552 1.16 -1.30 -0.84 0.000
C 9.18385 8.75799 6.11192 -1.10 0.89 0.46 0.000
Si 9.28518 10.38667 7.05492 -1.62 -1.61 0.41 0.005
C 10.58736 10.15132 8.39475 0.09 0.50 -0.24 0.001
C 9.38894 11.79042 5.85183 0.43 -0.05 0.08 0.002
H 5.54512 6.47940 8.00700 -0.03 0.41 -0.02 0.000
H 5.49994 7.81266 9.21058 0.14 -0.26 -0.07 0.000
H 7.02163 6.95660 8.79227 0.19 0.20 0.19 0.000
H 4.66238 8.43589 5.46817 -0.46 -0.50 -0.36 0.000
H 5.72608 9.76420 5.01444 0.12 0.09 -0.05 0.000
H 4.51491 9.99021 6.31347 0.38 -0.43 -0.37 0.000
H 6.88356 6.34104 5.39809 1.08 0.13 -0.44 0.000
H 8.86585 5.51805 4.02772 0.29 0.27 0.34 0.000
H 11.05806 6.74473 4.16349 -0.01 -0.10 -0.10 0.000
H 11.20731 8.88432 5.45721 -0.26 -0.33 -0.16 0.000
H 11.59192 10.30580 7.98757 -0.02 0.18 0.07 0.000
H 10.58524 9.15146 8.81844 -0.33 -0.21 -0.16 0.000
H 10.41275 10.83368 9.22156 0.18 0.24 0.08 0.000
H 10.28935 11.74991 5.25325 0.46 -0.10 -0.10 0.000
H 9.39584 12.72375 6.37751 -0.05 0.72 0.25 0.000
H 8.56873 11.79079 5.14922 -0.43 -0.14 0.00 0.000
C 6.32584 12.23187 12.43428 0.11 -0.73 0.20 0.026
C 6.31644 12.25352 10.91153 -1.24 2.41 0.69 0.268
O 6.90281 11.29623 10.34189 0.48 -0.79 -0.88 0.215
C 5.61010 13.38908 10.25349 0.83 -1.78 1.63 0.187
C 4.96497 14.36341 11.06037 0.23 -0.79 0.35 0.169
C 4.39236 15.52673 10.53308 0.51 -0.26 -1.16 0.267
C 4.40291 15.68512 9.13462 -0.87 2.25 0.29 0.142
C 4.88082 14.72401 8.28747 1.08 -1.95 -0.05 0.210
C 5.52660 13.49814 8.79809 -0.88 1.61 -1.29 0.139
O 5.94528 12.64848 7.94310 -0.58 0.94 0.81 0.298
H 6.98905 11.39883 12.77936 -0.74 0.56 -0.38 0.000
H 5.29288 12.08403 12.81904 0.56 -0.03 -0.03 0.011
H 6.71665 13.14042 12.89968 -0.08 0.14 -0.18 0.007
H 4.92278 14.19754 12.14009 0.10 0.13 -0.47 0.010
H 4.01618 16.31150 11.19198 0.01 -0.29 -0.26 0.010
H 4.06656 16.65232 8.70775 0.04 -0.81 0.32 0.004
H 4.84443 14.80907 7.19666 0.00 0.08 0.45 0.006

***

17
Properties=species:S:1:pos:R:3:forces:R:3:nbo_charge:R:1 method="wB97M-V/def2-TZVPD" e_lumo_ev=0.984 smiles=CNC[C@@H](C)O orbital_gap_ev=8.99 de_lowest_kj_mol=185.1 total_charge=0
C -1.98588 -1.07382 -1.12363 0.19 1.72 0.52 -0.390
N -0.58081 -0.74660 -1.10950 2.02 -1.79 -0.89 -0.668
C 0.20689 0.35963 -0.62967 -3.21 0.33 0.74 -0.227
C 0.84515 0.11366 0.73857 0.40 -0.59 -0.27 0.082
C 1.50033 1.38641 1.24281 0.99 0.84 -1.97 -0.652
O -0.11413 -0.42732 1.65561 0.25 0.18 -0.02 -0.720
H -2.15727 -2.03106 -1.60209 0.13 -0.02 -0.12 0.203
H -2.42361 -1.09091 -0.12101 -0.02 -0.13 0.03 0.183
H -2.48004 -0.27168 -1.68280 -0.57 -0.29 -0.08 0.172
H 0.01301 -1.44616 -1.52494 -0.28 -0.11 -0.01 0.354
H -0.53189 1.17006 -0.52059 0.24 0.22 0.31 0.186
H 0.86396 0.73796 -1.39145 0.84 -0.12 -0.21 0.195
H 1.56365 -0.70103 0.59035 0.41 0.33 -0.05 0.150
H 2.58278 1.36101 1.37313 -0.09 -0.72 1.32 0.221
H 0.93609 1.94486 1.96694 -0.03 -0.12 0.60 0.233
H 1.61673 2.06471 0.37590 -0.86 0.06 -0.02 0.204
H 0.14506 -1.34973 1.76239 -0.41 0.23 0.10 0.473